The following is a quantum chemistry calculation of a structure of composition C27H34Cl2DyN5O3 in a non-equilibrium geometry, from OMol25.

The geometry in XYZ format:
```
72
Properties=species:S:1:pos:R:3:forces:R:3:lowdin_charge:R:1
O 0.960 1.718 -3.672 0.84 0.17 -2.93 -0.092
C 1.217 1.575 -4.875 -0.07 0.05 1.93 -0.193
C 1.946 2.555 -5.742 0.10 0.36 0.19 -0.178
C 2.561 3.676 -5.161 0.09 0.06 -0.22 -0.016
H 2.522 3.799 -4.077 -0.08 -0.07 -0.31 0.122
C 3.227 4.610 -5.959 -0.12 -0.21 -0.35 -0.074
H 3.702 5.483 -5.510 -0.14 -0.28 -0.08 0.103
C 3.278 4.430 -7.352 -0.24 -0.34 0.29 -0.081
H 3.780 5.159 -7.996 -0.17 -0.26 0.31 0.103
C 2.675 3.302 -7.926 0.08 0.29 0.04 -0.089
H 2.706 3.170 -9.007 0.02 -0.01 0.26 0.101
C 2.018 2.365 -7.133 0.06 0.18 0.51 -0.041
H 1.556 1.489 -7.588 0.05 0.15 0.11 0.111
H 0.949 0.639 -5.417 -0.19 0.17 0.32 0.134
C -2.005 1.308 -3.424 -0.62 0.60 -0.44 -0.188
C -1.668 0.092 -2.690 3.37 -0.37 1.61 -0.339
H -2.954 1.254 -3.985 -0.03 0.18 0.09 0.062
H -1.193 1.492 -4.134 -0.47 0.17 0.05 0.025
H -2.019 2.184 -2.751 -0.08 -0.17 -0.25 0.061
C -2.406 -0.919 -2.302 -1.62 -0.61 0.30 -0.306
C -3.931 -0.957 -2.316 0.08 -0.28 -0.36 -0.129
H -1.982 -1.836 -1.866 0.08 0.47 0.17 0.044
H -4.343 -0.483 -3.219 -0.04 -0.09 0.28 0.057
H -4.350 -0.456 -1.431 0.06 0.00 -0.18 0.057
H -4.258 -2.000 -2.273 -0.26 0.06 -0.12 0.049
Dy 0.341 0.312 -0.786 -1.92 -0.31 -1.97 1.024
Cl -0.404 2.632 -0.061 0.03 0.35 0.33 -0.126
Cl 2.603 0.033 -1.870 0.68 -0.26 0.17 -0.114
C -2.203 0.335 1.527 0.70 -0.21 -0.94 -0.308
O -1.409 -0.355 0.852 -0.96 0.61 1.20 -0.163
N -2.681 0.010 2.740 0.06 0.12 0.18 -0.168
C -2.324 -1.220 3.440 -0.07 0.21 -0.22 -0.016
C -3.516 0.947 3.483 -0.05 0.13 -0.13 -0.040
H -2.550 1.321 1.138 0.14 -0.53 0.26 0.115
H -1.836 -1.883 2.729 0.02 -0.06 0.09 0.091
H -3.235 -1.677 3.838 0.09 -0.05 -0.16 0.094
H -1.665 -1.016 4.293 0.02 0.06 -0.19 0.084
H -3.742 1.810 2.840 0.04 -0.27 0.31 0.098
H -3.001 1.290 4.395 -0.08 -0.07 -0.29 0.081
H -4.453 0.466 3.794 0.19 0.10 -0.17 0.094
H 0.358 -5.564 0.244 0.01 0.27 -0.08 0.093
H 2.487 -5.671 -1.254 -0.12 0.24 0.02 0.092
C -0.082 -4.921 -0.530 0.09 0.02 -0.06 -0.021
C 1.965 -4.997 -1.945 0.05 0.10 -0.09 -0.039
N 0.962 -4.195 -1.251 -0.13 -0.32 0.11 -0.169
H -0.748 -4.183 -0.083 -0.02 -0.17 -0.03 0.088
C 0.999 -2.861 -1.290 -0.69 0.98 0.40 -0.290
O 0.182 -2.088 -0.721 1.22 -1.43 -0.52 -0.187
H 2.694 -4.327 -2.408 -0.11 -0.17 0.05 0.093
H 1.831 -2.433 -1.869 -0.12 -0.15 0.06 0.074
H -0.635 -5.583 -1.211 0.07 0.32 0.04 0.097
H 1.510 -5.626 -2.722 -0.03 0.25 0.13 0.095
N -1.083 1.547 9.760 1.07 -0.63 -2.39 0.157
C -0.631 1.280 8.712 -1.12 0.63 2.39 -0.175
C -0.102 0.964 7.415 0.12 -0.10 -0.26 -0.237
C -0.468 1.739 6.306 0.24 -0.05 -0.21 -0.013
C 0.065 1.453 5.050 -0.07 0.09 0.61 -0.002
C 0.930 0.360 4.914 -0.15 0.12 0.07 -0.185
C 1.284 -0.438 6.006 -0.31 0.42 0.21 0.008
C 0.777 -0.113 7.266 0.20 -0.17 -0.39 -0.008
N 1.405 0.033 3.629 0.46 -0.58 -0.57 -0.006
C 2.214 -1.064 3.293 -0.35 0.33 -0.64 -0.023
C 2.237 -1.127 1.929 -0.76 0.79 0.32 -0.082
N 1.425 -0.114 1.416 0.43 0.69 1.37 -0.053
C 0.987 0.592 2.458 0.63 -1.27 -0.63 -0.139
H -1.154 2.576 6.448 0.23 -0.23 -0.10 0.128
H -0.172 2.095 4.198 0.01 -0.30 0.42 0.118
H 1.944 -1.294 5.864 -0.26 0.34 0.23 0.107
H 1.071 -0.706 8.130 -0.14 0.15 -0.15 0.126
H 2.663 -1.701 4.027 0.11 0.02 0.05 0.104
H 2.779 -1.783 1.259 -0.17 0.04 0.23 0.113
H 0.395 1.496 2.413 -0.01 -0.25 -0.29 0.086
```
Forces are in eV/Å.

Computed properties:
- <S²> = 9.330
- orbital gap (spin up / spin down) (eV) = 4.828 / 4.740
- multiplicity = 6
- energy relative to the best compared isomer or geometry (same formula, charge and spin) (kcal per mole) = 0.0